[1]
ORCA calculation (the ωB97M-V functional and the def2-TZVPD basis) on C31H48CeO2P2 as an isolated structure in a non-equilibrium geometry.

## Properties
- Kohn-Sham gap (spin up / spin down): 2.39 / 2.41 eV
- Charge: +2
- LUMO energy (spin up / spin down): -0.3159 / -0.3151 Ha
- Highest occupied orbital energy (spin up / spin down): -10.9865 / -10.9865 eV
- F_max: 3.67 eV/A
- Energy: -2517.71634 a.u.

XYZ file:
```
84
Properties=species:S:1:pos:R:3:lowdin_charge:R:1
O -3.1235 -3.4104 1.7377 0.1469
H 1.2540 2.9660 -9.2160 0.0341
O -1.9417 -1.4882 1.7062 -0.2061
H 3.1351 -1.1333 1.4732 0.0791
C -0.9190 -2.4736 -1.1914 -0.1376
C -1.5774 0.5418 -9.7503 -0.4514
H -0.4121 -0.6691 -4.1274 0.1191
H -4.2669 -1.2175 4.1697 0.1304
Ce -0.6097 -0.3869 0.3732 1.5750
H -1.9098 -2.7554 -0.7796 0.1454
H 2.2873 0.2956 -1.5249 0.1098
H 1.1089 -0.9000 4.3685 0.1274
H 2.2862 -2.5173 -0.0241 0.1113
H 0.1817 -2.1405 -5.8629 -0.0040
H -0.9934 -3.9714 3.8235 0.1321
C -2.5880 -2.4845 2.3210 -0.4846
H 1.5897 -2.2361 -2.9903 0.1223
H -0.2735 -2.7547 -3.2564 0.1233
H -1.2029 0.6416 -10.7786 0.0796
H -0.8593 3.9150 2.0715 0.1202
H -1.2256 4.2621 -9.3149 0.0348
C 0.1925 -2.7049 -0.4125 -0.1678
C -0.9572 -2.1252 -2.6664 -0.1413
H -1.9732 -2.3764 -3.0127 0.1352
H 0.0427 -3.1295 0.5957 0.1459
H -1.8850 2.9311 1.0233 0.1012
H -3.6992 -0.8382 6.5849 0.1190
H -1.4487 2.0037 4.0094 0.1192
C 0.7801 0.0572 2.4748 -0.2898
H -2.6671 0.6915 -9.7625 0.0775
H 1.3917 3.2404 -0.5534 0.0905
C -1.6699 3.3173 -9.6496 -0.3306
H -1.6811 -0.0963 -3.0486 0.1322
P -0.8759 1.9438 -8.7271 0.7623
C 2.0531 2.6701 0.1087 0.0056
C 3.1127 -0.0528 1.2987 0.0055
C -1.5388 -3.2406 4.4301 -0.0484
H -0.3478 -3.5358 6.1985 0.1165
H -0.0095 -2.8477 -7.5056 0.0479
H -0.4790 3.7606 0.3541 0.0896
C -3.3857 -1.6817 4.6237 -0.0244
C -1.2178 -3.0363 5.7751 -0.0617
H -0.0703 -1.6962 3.3390 0.0570
H -1.5277 3.2017 -10.7320 0.0434
H 3.0608 -1.7767 -2.1155 0.1416
H 2.6215 3.4017 0.7101 0.1258
C 0.7765 2.0337 -9.5437 -0.3168
H -2.5932 -2.7280 -7.4919 0.0431
P -1.2026 -0.7151 -7.2683 0.7699
H 3.4476 0.1118 0.2681 0.0793
H 0.6738 2.0357 -10.6375 0.0433
C 1.4901 -0.3857 -1.8522 -0.0825
H -1.9496 -1.5805 -9.4289 0.0755
H 1.3972 1.1879 -9.2250 0.0246
H -3.5705 -1.2435 -7.2317 0.0416
H -0.2213 -1.1503 -9.4663 0.0772
H -1.6615 -1.9007 7.5550 0.1151
C -0.2939 1.0259 2.5066 -0.2854
H -2.4320 1.0012 2.9456 0.1077
H 1.6373 -1.8664 2.9689 0.1011
H 2.7751 2.1491 -0.5276 0.0802
H 1.9115 -3.7627 -1.2097 0.1567
H 3.8792 0.3963 1.9520 0.1250
C 0.2756 0.1081 -2.2105 -0.1662
H 1.0983 -1.4621 -7.2350 0.0354
C 1.9590 -1.7961 -2.0520 -0.1363
H -1.4086 0.2558 4.1673 0.0860
H 0.0397 1.1720 -2.0448 0.1334
H -2.7403 3.3248 -9.4128 0.0331
C 0.1459 -1.9201 -6.9387 -0.3263
C -2.6632 -1.7847 -6.9326 -0.3198
C -3.0823 -1.5119 5.9808 -0.0591
C -0.0038 2.0191 1.5278 -0.2628
C -1.2171 -0.8145 -9.1404 -0.4257
C -0.7224 -0.6454 -3.0610 -0.1435
H -2.7159 -1.9913 -5.8553 0.0094
C 0.8826 -1.1525 3.3217 0.0075
C -2.5215 -2.4497 3.8276 -0.1680
C 1.6303 -2.7481 -0.8809 -0.1202
C -1.4487 1.0655 3.4383 0.0140
C 1.7581 0.5212 1.5292 -0.2299
C -1.9646 -2.1424 6.5384 -0.0632
C -0.8442 3.2112 1.2275 0.0135
C 1.2715 1.7310 0.9574 -0.2261
```

[2]
ORCA calculation (the ωB97M-V functional and the def2-TZVPD basis) on a 2-piece molecular cluster, C7H11NO3 overall in a non-equilibrium geometry.

## Properties
- Kohn-Sham gap: 10.44 eV
- Charge: 0
- LUMO energy: 0.0344 Ha
- Highest occupied orbital energy: -9.5084 eV
- F_max: 4.55 eV/A
- SMILES string: CC(C)C#CC(=O)O.NC=O
- Energy: -553.73242 a.u.

XYZ file:
```
22
Properties=species:S:1:pos:R:3:nbo_charge:R:1
H 2.8356 0.1640 1.5825 0.2295
H -3.7757 -0.9095 1.1415 0.1311
C -4.3682 -0.3299 0.4568 0.5683
O -1.7038 -0.9435 -0.5346 -0.6183
H 4.5631 -0.9325 -0.0014 0.2005
C 3.5496 -1.0767 -0.0547 -0.5699
N -5.4685 -0.9998 0.0455 -0.8098
H 3.3882 -1.9083 0.4541 0.2083
H 4.1184 1.8080 0.6094 0.2119
H 3.7746 1.1943 -1.0848 0.2077
H -2.5652 1.2936 -0.4253 0.5215
H 3.3551 -1.1068 -1.0945 0.2057
O -4.1304 0.7993 0.1721 -0.6503
C 2.8108 0.1799 0.4804 -0.2942
C 1.4488 0.0406 0.0411 0.0942
C 0.2945 0.1640 -0.2575 -0.1556
O -1.6241 1.3313 -0.3839 -0.6355
H 2.8696 2.3019 -0.2003 0.2177
C 3.4535 1.4682 -0.0880 -0.5873
C -1.1275 0.1558 -0.4740 0.7380
H -5.4563 -1.9527 0.1946 0.3805
H -6.2418 -0.7414 -0.5790 0.4058
```

Question: Among the records above, which one has the lowest F_max?
Answer: C31H48CeO2P2

Question: Which value of charge does entry 2 give?
Answer: 0

Question: Which value of charge does entry 2 give?
Answer: 0

Question: Which of these has the highest charge?
Answer: C31H48CeO2P2